Entry from the Open Molecules 2025 dataset: a 4-piece molecular cluster, C8H26N2O4 overall (ωB97M-V with the def2-TZVPD basis set).

Computed properties:
**HOMO-LUMO gap (alpha / beta)**: 1.99 / 9.57 eV
**Total charge**: -1
**2S+1**: 2

XYZ file:
```
40
C8H26N2O4 ωB97M-V with the def2-TZVPD basis set
O -0.54638 -9.81083 -5.11576
O -1.76294 -7.35722 -3.57467
O -0.30369 -3.19856 -2.22852
O -3.60406 -7.52904 -1.45478
N 0.05141 -4.89453 -4.56930
N -2.28887 -5.79743 0.62614
C 1.91719 -3.42571 -4.13660
C -3.83768 -4.81197 -1.04727
C 1.09203 -4.63758 -3.56882
C -3.48126 -8.93281 -1.62358
C -3.61794 -5.79771 0.07539
C 0.57425 -4.40467 -2.18121
C -4.22850 -7.18755 -0.27716
C -0.59005 -2.60471 -0.94491
H -3.84822 -7.81701 0.52737
H 1.66042 -2.44909 -3.72623
H -3.42128 -3.81515 -0.90215
H -2.86248 -9.33883 -0.82335
H -5.30979 -7.29288 -0.36541
H -1.37839 -6.48129 -3.54113
H -0.12639 -5.13113 -1.76954
H -0.31313 -3.97454 -4.77133
H -4.27052 -5.40343 0.85436
H 0.28186 -1.99477 -0.70865
H -0.67429 -8.88666 -4.90180
H 2.93392 -3.67041 -3.82921
H -1.73133 -6.15909 -0.13443
H 1.34216 -4.31193 -1.41321
H -2.90311 -9.15583 -2.52030
H -4.87744 -4.64832 -1.33050
H -1.41231 -1.89625 -1.04531
H -3.45721 -5.15281 -2.01017
H -4.47134 -9.38574 -1.57185
H 0.63670 -4.88536 -5.39238
H -0.97892 -10.28385 -4.40485
H -0.90864 -3.36530 -0.23209
H -2.08405 -4.81829 0.76554
H 1.85827 -5.41277 -3.56104
H 1.93060 -3.40112 -5.22623
H -2.45525 -7.34083 -2.91386
```



Entry from the Open Molecules 2025 dataset: a 4-piece molecular cluster, C8H26N2O4 overall (ωB97M-V with the def2-TZVPD basis set).

Computed properties:
**HOMO-LUMO gap**: 10.52 eV
**SMILES**: COC[C@H](C)N.COC[C@H](C)N.O.O
**Energy relative to the best compared isomer or geometry (same formula, charge and spin)**: 41.61 kcal/mol

XYZ file:
```
40
C8H26N2O4 ωB97M-V with the def2-TZVPD basis set
O 0.76339 2.59182 0.33169
O -0.51224 -1.71563 1.35863
O -2.63247 -3.07864 3.23534
O 0.26708 -2.67589 -1.16797
N -0.06095 1.15896 2.72941
N -0.06088 -0.21766 -2.87323
C -0.88681 2.15102 2.03397
C 2.08109 -0.66826 -1.69885
C -0.66378 2.21493 0.55276
C 1.04180 -1.12434 -2.69494
C -0.59743 3.51197 2.76606
C -0.68093 -3.70564 -0.93337
C 0.68457 -2.62572 -2.47812
C 1.06877 3.06184 -0.99802
H -1.57371 -3.51556 -1.52911
H 2.14940 3.08221 -1.13920
H -0.30460 1.40710 3.67766
H -0.70103 1.28186 -0.00946
H 2.37705 0.37923 -1.75622
H -2.77233 -3.60581 2.44872
H -0.24513 -0.79756 1.40374
H 0.83927 1.61117 2.80164
H -1.57184 4.00009 2.74633
H -0.17558 -2.75505 -3.13502
H -0.53428 -0.26300 -1.98221
H 0.66108 2.38424 -1.74820
H 0.76177 4.10762 -1.01157
H -1.99640 -2.41466 2.96930
H -0.25046 -4.66112 -1.23312
H 1.43494 -3.39091 -2.67691
H 1.60205 -1.11012 -3.62982
H -0.13736 -2.03458 0.53768
H 3.01547 -1.22949 -1.70624
H 0.38121 0.68407 -2.98071
H 1.79647 -0.83747 -0.66037
H 0.12362 4.16551 2.27508
H -1.34155 2.87682 0.01365
H -1.05100 -3.65166 0.09046
H -0.35017 3.37755 3.81909
H -1.94811 2.03076 2.25142
```



Entry from the Open Molecules 2025 dataset: a 5-piece molecular cluster, C8H26O5 overall (ωB97M-V with the def2-TZVPD basis set).

Computed properties:
**HOMO-LUMO gap**: 9.92 eV
**SMILES**: CC(C)O.CC(C)O.CO.CO.O
**Energy relative to the best compared isomer or geometry (same formula, charge and spin)**: 2.85 kcal/mol

XYZ file:
```
39
C8H26O5 ωB97M-V with the def2-TZVPD basis set
O -0.79221 -2.41239 0.65805
O 1.18288 -0.09933 3.38385
O 0.80216 1.69555 -3.91761
O -2.20027 2.66121 1.34526
O -0.40493 0.52014 1.08764
C -1.54196 3.90984 1.33298
C 0.58511 -4.31539 -0.05147
C 0.49857 1.56968 -2.51356
C -0.00051 -2.37171 -1.56701
C -0.97677 1.30927 -2.32556
C 0.95254 2.81526 -1.77459
C -0.45653 -3.27269 -0.45426
C 1.40660 -1.42659 3.83490
H 0.25313 0.41219 1.78999
H -0.77631 3.95095 0.55456
H 0.13426 -5.11538 0.53827
H 2.01296 3.00453 -1.93418
H 1.18834 0.50494 4.13109
H 1.03606 -4.75105 -0.94430
H -1.37481 -3.79933 -0.74024
H 0.73579 2.76891 -0.70642
H -1.24171 1.20640 -1.27180
H -1.59451 2.08237 -2.78111
H -0.43745 -0.34216 0.65551
H 0.63865 2.61476 -4.15476
H 2.40674 -1.55325 4.26081
H 1.32331 -2.09231 2.97964
H 0.67251 -1.73279 4.58575
H 1.39423 -3.87728 0.53679
H 0.86031 -1.79028 -1.23235
H -0.79814 -1.68364 -1.84903
H -2.28354 4.68817 1.14956
H -1.23017 0.35542 -2.79558
H 1.07838 0.72057 -2.15041
H 0.38953 3.68868 -2.13638
H -1.09002 4.14549 2.30696
H -1.53719 1.96212 1.23542
H 0.23852 -2.96191 -2.44961
H -1.05353 -2.98898 1.38318
```



Result set for max |F|: 0.065, 0.067, 0.014 hartree/bohr, one per record in the order listed.